[1]
192
Properties=species:S:1:pos:R:3:lowdin_spin:R:1 method="wB97M-V/def2-TZVPD" homo_energy_ev="-11.60 / -11.60" spin_multiplicity=2 charge=+1 gap_ev="9.36 / 1.81"
C -15.956 -4.204 -1.831 0.000
C -16.974 -4.573 -0.688 0.000
C -17.481 -3.281 0.097 0.000
F -17.989 -2.260 -0.661 0.000
F -18.302 -3.413 1.103 0.000
F -17.986 -5.193 -1.236 0.000
F -16.330 -5.412 0.130 0.000
O -14.899 -3.497 -1.292 0.000
C -14.028 -2.878 -2.242 0.000
C -12.836 -2.134 -1.525 0.000
F -12.164 -2.868 -0.665 0.000
F -12.022 -1.461 -2.316 0.000
F -13.597 -3.819 -3.062 0.000
F -14.777 -1.989 -2.959 0.000
H -16.377 -3.763 -2.734 0.000
H -15.579 -5.156 -2.205 0.000
H -16.669 -2.809 0.651 0.000
H -13.424 -1.460 -0.902 0.000
C -9.782 -11.834 -7.498 0.000
C -8.457 -12.421 -6.892 0.000
C -8.743 -13.894 -6.467 0.000
F -9.828 -13.984 -5.710 0.000
F -8.907 -14.708 -7.470 0.000
F -7.545 -12.311 -7.765 0.000
F -8.076 -11.720 -5.779 0.000
O -9.694 -10.593 -8.275 0.004
C -10.548 -9.496 -7.785 0.000
C -10.294 -8.177 -8.586 0.000
F -11.036 -7.204 -8.082 0.000
F -9.085 -7.644 -8.618 0.000
F -11.789 -9.886 -7.946 0.000
F -10.335 -9.353 -6.485 0.000
H -10.493 -11.796 -6.673 0.000
H -10.113 -12.572 -8.228 0.000
H -7.880 -14.207 -5.879 0.000
H -10.547 -8.189 -9.646 0.000
C -7.607 -5.254 -5.146 0.000
C -7.553 -6.673 -5.568 0.000
C -6.656 -7.546 -4.685 0.000
F -6.681 -8.814 -5.055 0.000
F -5.382 -7.109 -4.563 0.000
F -8.795 -7.141 -5.693 0.000
F -7.016 -6.683 -6.787 0.004
O -8.160 -5.083 -3.855 0.000
C -8.192 -3.746 -3.364 0.000
C -8.870 -3.811 -1.994 0.000
F -8.298 -4.689 -1.184 0.000
F -8.805 -2.605 -1.388 0.000
F -6.980 -3.241 -3.281 0.000
F -8.904 -2.920 -4.121 0.000
H -8.173 -4.722 -5.910 0.000
H -6.689 -4.675 -5.253 0.000
H -7.054 -7.591 -3.672 0.000
H -9.910 -4.105 -2.128 0.000
C -7.226 -11.418 -1.985 0.000
C -8.107 -12.664 -2.293 0.000
C -8.150 -13.740 -1.183 0.000
F -8.606 -14.898 -1.574 0.000
F -6.967 -13.867 -0.575 0.000
F -9.395 -12.273 -2.417 0.000
F -7.792 -13.172 -3.484 0.000
O -7.795 -10.696 -0.844 0.000
C -6.983 -9.599 -0.369 0.000
C -7.663 -8.973 0.900 0.000
F -6.973 -7.988 1.499 0.000
F -8.865 -8.468 0.537 0.000
F -5.746 -10.028 -0.022 0.000
F -6.947 -8.737 -1.421 0.000
H -7.319 -10.748 -2.839 0.000
H -6.193 -11.725 -1.820 0.000
H -8.787 -13.442 -0.351 0.000
H -7.871 -9.763 1.622 0.000
C -6.319 -9.921 -9.273 0.050
C -5.596 -8.804 -8.614 0.181
C -4.214 -8.427 -9.221 0.203
C -3.209 -9.564 -8.928 0.177
C -1.852 -9.445 -9.611 0.131
C -0.809 -10.180 -8.716 0.089
H -5.873 -10.913 -9.198 0.018
H -6.395 -9.625 -10.319 -0.001
H -7.344 -9.995 -8.911 0.023
H -6.264 -7.943 -8.646 0.077
H -5.528 -8.964 -7.538 0.004
H -3.834 -7.500 -8.792 -0.001
H -4.333 -8.294 -10.297 0.000
H -3.034 -9.460 -7.857 0.000
H -3.598 -10.567 -9.103 0.001
H -1.986 -9.844 -10.617 0.003
H -1.461 -8.430 -9.682 0.006
H -1.121 -11.135 -8.293 0.000
H 0.147 -10.334 -9.216 0.028
H -0.577 -9.592 -7.828 0.001
C -4.626 -3.648 0.714 0.000
C -4.297 -5.133 0.798 0.000
C -3.921 -5.795 -0.546 0.000
C -3.595 -7.299 -0.485 0.000
C -3.044 -7.861 -1.869 0.000
C -2.701 -9.330 -1.748 0.000
H -5.484 -3.476 0.063 0.000
H -3.832 -3.003 0.337 0.000
H -4.850 -3.242 1.700 0.000
H -3.535 -5.318 1.555 0.000
H -5.154 -5.686 1.182 0.000
H -3.092 -5.207 -0.939 0.000
H -4.713 -5.625 -1.276 0.000
H -2.853 -7.406 0.306 0.000
H -4.564 -7.754 -0.281 0.000
H -3.731 -7.633 -2.684 0.000
H -2.129 -7.331 -2.133 0.000
H -3.522 -9.870 -1.276 0.000
H -2.540 -9.652 -2.777 0.000
H -1.860 -9.547 -1.091 0.000
C -11.020 -3.893 -6.441 0.000
C -12.069 -2.822 -6.582 0.000
C -13.512 -3.339 -6.406 0.000
C -14.435 -2.113 -6.425 0.000
C -15.900 -2.463 -6.334 0.000
C -16.383 -3.287 -7.567 0.000
H -10.054 -3.398 -6.338 0.000
H -11.009 -4.638 -7.236 0.000
H -11.162 -4.635 -5.655 0.000
H -11.856 -2.051 -5.842 0.000
H -11.966 -2.230 -7.492 0.000
H -13.644 -4.009 -5.556 0.000
H -13.744 -3.854 -7.338 0.000
H -14.175 -1.580 -5.511 0.000
H -14.289 -1.460 -7.286 0.000
H -16.087 -2.991 -5.399 0.000
H -16.363 -1.479 -6.264 0.000
H -16.231 -2.774 -8.516 0.000
H -16.024 -4.313 -7.644 0.000
H -17.471 -3.360 -7.594 0.000
C -3.092 -2.103 -3.298 0.000
C -3.941 -3.378 -3.508 0.000
C -3.003 -4.551 -4.090 0.000
C -2.539 -4.352 -5.582 0.000
C -3.731 -4.154 -6.531 0.000
C -3.262 -3.881 -8.037 0.000
H -2.786 -1.700 -4.264 0.000
H -2.257 -2.369 -2.650 0.000
H -3.682 -1.345 -2.781 0.000
H -4.440 -3.646 -2.577 0.000
H -4.804 -3.227 -4.156 0.000
H -3.595 -5.463 -4.008 0.000
H -2.113 -4.677 -3.474 0.000
H -1.896 -3.473 -5.625 0.000
H -1.982 -5.234 -5.897 0.000
H -4.368 -5.039 -6.523 0.000
H -4.421 -3.345 -6.290 0.000
H -2.852 -4.779 -8.500 0.000
H -4.043 -3.524 -8.707 0.000
H -2.547 -3.058 -8.048 0.000
C -10.356 1.234 1.515 0.000
C -8.953 1.175 0.886 0.000
C -8.435 -0.231 0.893 0.000
C -7.163 -0.550 0.028 0.000
C -5.913 0.298 0.391 0.000
C -4.743 -0.008 -0.530 0.000
H -10.827 2.200 1.333 0.000
H -10.465 1.066 2.586 0.000
H -11.046 0.540 1.035 0.000
H -9.065 1.540 -0.135 0.000
H -8.329 1.883 1.432 0.000
H -9.160 -0.944 0.499 0.000
H -8.196 -0.521 1.916 0.000
H -6.868 -1.575 0.254 0.000
H -7.349 -0.405 -1.036 0.000
H -6.083 1.374 0.390 0.000
H -5.675 0.048 1.425 0.000
H -4.476 -1.056 -0.667 0.000
H -4.823 0.399 -1.538 0.000
H -3.863 0.435 -0.063 0.000
C -8.603 -1.030 6.869 0.000
C -7.395 -0.782 5.961 0.000
C -7.699 -1.287 4.530 0.000
C -7.539 -2.774 4.365 0.000
C -8.035 -3.235 2.979 0.000
C -7.970 -4.801 2.682 0.000
H -8.677 -2.105 7.037 0.000
H -9.555 -0.610 6.543 0.000
H -8.402 -0.669 7.877 0.000
H -7.273 0.302 5.947 0.000
H -6.529 -1.299 6.376 0.000
H -7.053 -0.723 3.858 0.000
H -8.634 -0.868 4.159 0.000
H -6.548 -3.113 4.666 0.000
H -8.184 -3.240 5.109 0.000
H -9.022 -2.862 2.705 0.000
H -7.376 -2.724 2.277 0.000
H -8.649 -5.385 3.303 0.000
H -8.301 -5.002 1.663 0.000
H -6.947 -5.149 2.823 0.000



[2]
15
Properties=species:S:1:pos:R:3:nbo_charge:R:1 method="wB97M-V/def2-TZVPD" homo_energy_ev=-9.12 e_above_lowest_kcal_mol=31.70 smiles="N[C@H](/C=C/Cl)/C=N/S" charge=0 gap_ev=9.98
N -1.301 -1.529 -0.636 -0.824
C -0.686 -0.976 0.549 -0.126
C -0.994 0.482 0.873 -0.217
C -1.604 1.309 0.039 -0.216
Cl -1.951 2.967 0.427 -0.011
C 0.825 -1.102 0.472 0.114
N 1.380 -1.393 -0.616 -0.549
S 3.095 -1.457 -0.607 0.164
H -0.803 -1.229 -1.479 0.378
H -2.296 -1.268 -0.745 0.365
H -1.002 -1.556 1.410 0.208
H -0.653 0.865 1.831 0.217
H -1.971 1.012 -0.942 0.213
H 1.365 -0.905 1.420 0.160
H 3.206 -1.865 -1.897 0.124



[3]
17
Properties=species:S:1:pos:R:3:nbo_charge:R:1 method="wB97M-V/def2-TZVPD" homo_energy_ev=-8.59 e_above_lowest_kcal_mol=53.05 smiles="C=CC(=C)O.O.O" charge=0 gap_ev=9.14
C 0.819 2.265 0.552 -0.372
C -0.334 1.686 0.824 -0.242
C -0.528 0.262 1.152 0.270
C -1.713 -0.333 1.218 -0.470
O 0.703 -0.343 1.067 -0.689
H 1.795 1.828 0.368 0.199
H 0.918 3.301 0.236 0.193
H -1.186 2.338 0.985 0.209
H -1.845 -1.382 1.429 0.207
H -2.592 0.253 0.991 0.210
H 0.634 -1.259 1.341 0.482
O -0.658 -2.133 -0.834 -0.943
H -0.221 -2.977 -0.668 0.467
H -0.224 -1.827 -1.639 0.475
O 1.486 -0.855 -2.586 -0.947
H 2.239 -0.441 -2.162 0.482
H 0.704 -0.384 -2.275 0.470